(1)
Density functional theory data (ωB97M-V with the def2-TZVPD basis set) for a 12-piece molecular cluster, C18H60N8O12 overall at a distorted geometry.

```
! wB97M-V def2-TZVPD RIJCOSX def2/J DEFGRID3
* xyz 0 1
N 0.065 2.955 4.488
C 0.057 2.408 3.251
N -0.015 1.077 3.422
O -0.062 2.968 2.014
H 0.132 4.002 4.498
H 0.484 2.504 5.297
H -0.210 0.478 2.628
H -0.341 0.595 4.295
N 2.283 -1.234 -4.281
C 1.100 -1.568 -3.830
N 0.791 -2.852 -3.827
O 0.214 -0.581 -3.451
H 2.614 -0.273 -4.263
H 2.868 -1.970 -4.675
H 0.102 -3.139 -3.035
H 1.528 -3.560 -4.005
N -3.531 1.487 0.338
C -3.625 2.491 1.104
N -4.691 3.178 0.776
O -2.982 2.611 2.289
H -2.823 0.801 0.552
H -3.863 1.632 -0.682
H -4.888 4.036 1.301
H -5.212 2.908 -0.066
N -2.065 0.947 -3.099
C -3.392 0.890 -2.899
N -3.987 0.011 -3.602
O -3.970 1.960 -2.181
H -1.510 1.571 -2.512
H -1.492 0.243 -3.647
H -4.997 0.096 -3.392
H -3.444 -0.789 -4.003
C -3.093 -0.829 2.708
C -2.761 -2.211 3.325
O -1.579 -2.556 2.595
H -3.269 -0.865 1.636
H -2.281 -0.076 2.931
H -4.005 -0.586 3.124
H -3.573 -2.991 3.147
H -2.586 -2.132 4.408
H -1.381 -3.489 2.867
C 2.863 -2.186 2.211
C 1.761 -1.524 2.961
O 2.198 -0.252 3.213
H 3.636 -2.534 2.886
H 3.301 -1.541 1.462
H 2.605 -3.076 1.663
H 1.274 -1.939 3.857
H 0.994 -1.555 2.187
H 1.395 0.200 3.416
C 3.435 2.031 0.924
C 3.771 3.524 1.055
O 4.622 3.824 2.120
H 2.926 1.698 1.827
H 4.292 1.395 0.887
H 2.941 1.817 -0.083
H 2.901 4.195 1.163
H 4.082 3.815 0.138
H 4.524 4.813 2.180
C 0.757 3.081 -2.616
C 0.109 3.515 -1.284
O -0.954 2.765 -0.813
H 1.631 3.671 -2.909
H 0.008 3.251 -3.427
H 1.052 2.001 -2.610
H -0.200 4.547 -1.385
H 0.927 3.441 -0.607
H -1.027 2.878 0.119
C -3.302 -3.328 -0.183
C -3.113 -2.491 -1.367
O -2.446 -1.295 -0.935
H -2.364 -3.657 0.223
H -3.862 -4.274 -0.207
H -3.776 -2.729 0.650
H -4.126 -2.131 -1.675
H -2.773 -3.016 -2.215
H -2.478 -0.633 -1.654
C 4.888 -0.104 -2.031
C 4.099 -1.065 -1.159
O 3.764 -2.154 -1.991
H 4.151 0.384 -2.622
H 5.612 -0.595 -2.699
H 5.443 0.758 -1.574
H 3.217 -0.595 -0.809
H 4.630 -1.377 -0.335
H 3.157 -1.824 -2.572
C 0.567 -3.691 -0.172
O -0.226 -3.505 -1.330
H 1.314 -2.824 -0.080
H 1.275 -4.529 -0.296
H -0.018 -3.848 0.700
H -0.791 -2.841 -1.161
C 0.411 0.075 0.071
O -0.602 -0.145 1.120
H 1.146 -0.722 0.079
H 0.873 1.034 0.128
H -0.024 0.071 -0.945
H -1.081 -0.946 0.959
*
```

Calculated values
max |F|: 9.22 eV/Å
calculated total energy: -2062.58579 hartree
SMILES string: NC(N)=O.NC(N)=O.NC(N)=O.NC(N)=O.CCO.CCO.CCO.CCO.CCO.CCO.CO.CO
HOMO: -7.7713 eV


(2)
Density functional theory data (ωB97M-V with the def2-TZVPD basis set) for C18H62NO20S2 as an isolated structure.

```
! wB97M-V def2-TZVPD RIJCOSX def2/J DEFGRID3
* xyz -1 1
O 5.539 0.432 -1.817
C 4.429 0.342 -1.400
O 3.332 0.490 -2.171
C 3.135 1.793 -2.777
C 2.460 2.722 -1.784
C 0.949 2.453 -1.636
C 0.595 1.705 -0.349
S -0.885 0.740 -0.349
O -1.891 1.526 -1.062
O -1.131 0.458 1.048
N -0.523 -0.617 -1.073
S -0.767 -0.924 -2.591
O -0.532 -2.320 -2.794
O -0.138 0.013 -3.504
O -2.336 -0.733 -2.847
H 4.194 0.110 -0.351
H 4.099 2.174 -3.133
H 2.501 1.615 -3.648
H 2.644 3.754 -2.107
H 2.961 2.606 -0.811
H 0.401 3.399 -1.669
H 0.602 1.851 -2.481
H 0.389 2.412 0.467
H 1.405 1.046 -0.023
H -2.474 0.210 -3.042
C 2.737 0.643 3.338
O 2.318 1.227 2.115
H 3.629 0.059 3.129
H 2.988 1.387 4.099
H 1.950 -0.004 3.734
H 1.544 1.771 2.289
C 0.050 -5.662 -0.921
O 0.429 -4.409 -0.371
H -0.025 -6.374 -0.101
H -0.918 -5.603 -1.423
H 0.787 -6.032 -1.641
H 0.453 -3.782 -1.105
C 0.044 -2.113 3.140
O 0.928 -2.755 4.056
H 0.608 -1.329 2.640
H -0.324 -2.796 2.371
H -0.808 -1.659 3.653
H 0.445 -3.466 4.487
C -2.746 -3.778 1.017
O -1.747 -4.376 1.838
H -3.724 -4.057 1.411
H -2.666 -2.687 0.996
H -2.677 -4.151 -0.010
H -0.924 -4.091 1.416
C -3.993 1.610 2.437
O -4.538 2.374 1.358
H -4.677 1.685 3.279
H -3.879 0.564 2.148
H -3.012 1.997 2.723
H -3.919 2.289 0.620
C 2.297 -1.094 -4.696
O 1.957 -1.050 -6.090
H 3.050 -0.329 -4.542
H 1.432 -0.879 -4.069
H 2.720 -2.063 -4.422
H 1.273 -1.705 -6.250
C 2.579 2.550 -7.492
O 2.801 1.698 -6.392
H 2.649 3.574 -7.126
H 3.325 2.420 -8.284
H 1.584 2.413 -7.930
H 2.721 0.778 -6.681
C -6.015 -1.967 2.282
O -5.766 -2.629 3.520
H -7.074 -1.725 2.258
H -5.447 -1.039 2.199
H -5.778 -2.616 1.434
H -4.830 -2.850 3.555
C 7.515 1.120 1.000
O 6.235 1.587 1.381
H 7.380 0.149 0.529
H 8.001 1.780 0.276
H 8.174 1.005 1.869
H 6.346 2.442 1.813
C -2.837 5.376 3.905
O -3.280 5.474 2.562
H -2.178 6.218 4.108
H -3.675 5.418 4.608
H -2.274 4.454 4.077
H -3.859 4.719 2.402
C -8.375 1.570 2.113
O -7.115 1.049 1.733
H -8.616 1.126 3.078
H -8.358 2.658 2.228
H -9.165 1.306 1.404
H -6.869 1.424 0.878
C 6.910 3.003 5.033
O 6.320 3.246 3.766
H 7.703 2.276 4.872
H 7.347 3.908 5.464
H 6.192 2.582 5.741
H 5.604 3.879 3.872
C -2.875 -5.571 -3.697
O -2.757 -6.695 -2.833
H -1.871 -5.339 -4.045
H -3.508 -5.785 -4.564
H -3.261 -4.690 -3.180
H -3.626 -6.916 -2.488
*
```

Calculated values
max |F|: 0.85 eV/Å
calculated total energy: -3078.80191 hartree
HOMO: -6.7215 eV


(3)
Density functional theory data (ωB97M-V with the def2-TZVPD basis set) for a 13-piece molecular cluster, C18H62O22 overall at a distorted geometry.

```
! wB97M-V def2-TZVPD RIJCOSX def2/J DEFGRID3
* xyz 1 2
O -2.017 3.303 1.930
H -2.702 3.814 2.361
H -1.483 2.963 2.648
O 0.561 -3.310 0.222
H 1.209 -4.002 0.353
H 0.775 -2.940 -0.635
O -2.036 0.676 3.827
H -1.290 0.081 3.899
H -2.767 0.115 3.569
O -4.236 2.874 0.530
H -4.365 1.949 0.320
H -3.351 2.917 0.891
C -0.599 0.480 0.416
C 0.977 0.767 0.561
O 1.376 1.411 -0.583
O -0.825 -0.304 -0.783
H -1.118 1.435 0.504
H -0.871 -0.084 1.308
H 1.333 -0.263 0.595
H 1.375 1.274 1.440
H 2.102 0.958 -1.018
H 0.043 -0.644 -1.011
C 2.733 -3.548 -2.719
C 2.593 -2.243 -1.975
O 1.349 -1.678 -2.001
O 1.748 -4.537 -2.319
H 3.761 -3.906 -2.659
H 2.532 -3.467 -3.787
H 3.372 -1.521 -2.221
H 2.808 -2.336 -0.911
H 0.876 -2.158 -2.685
H 0.921 -4.421 -2.793
C 3.250 4.273 1.516
C 4.178 4.857 2.441
O 5.104 3.994 3.072
O 2.231 3.535 2.113
H 3.719 3.657 0.749
H 2.740 5.084 0.998
H 3.679 5.584 3.082
H 4.801 5.436 1.760
H 5.242 3.162 2.614
H 1.354 3.670 1.746
C -4.150 -0.221 -1.614
C -5.675 -0.542 -1.710
O -5.820 -1.294 -2.937
O -3.679 0.603 -0.639
H -3.879 0.090 -2.623
H -3.574 -1.115 -1.377
H -6.411 0.261 -1.687
H -5.880 -1.093 -0.793
H -6.768 -1.354 -3.074
H -2.745 0.387 -0.676
C -1.014 3.502 -2.876
C -2.337 2.709 -2.899
O -2.941 2.795 -4.175
O -0.458 3.580 -1.566
H -1.129 4.507 -3.283
H -0.391 3.094 -3.672
H -3.051 3.034 -2.143
H -2.227 1.646 -2.684
H -3.889 2.944 -4.192
H 0.182 2.897 -1.352
C -3.179 -5.494 -0.649
C -1.826 -4.876 -1.057
O -2.001 -3.463 -0.968
O -3.084 -6.912 -0.928
H -3.938 -5.026 -1.276
H -3.511 -5.447 0.389
H -1.666 -5.123 -2.106
H -0.985 -5.104 -0.402
H -1.343 -3.164 -0.336
H -2.844 -6.801 -1.851
C 2.811 2.999 5.398
C 2.208 2.710 6.749
O 2.556 3.824 7.627
O 2.133 2.112 4.547
H 3.899 2.947 5.375
H 2.571 3.991 5.014
H 2.514 1.709 7.055
H 1.126 2.592 6.693
H 2.959 3.461 8.419
H 2.266 2.428 3.651
C 3.763 -1.238 2.295
C 4.506 -0.264 3.335
O 5.819 -0.804 3.498
O 4.008 -0.785 1.030
H 2.686 -1.388 2.229
H 4.033 -2.283 2.446
H 3.861 -0.317 4.212
H 4.571 0.772 3.001
H 6.267 -0.494 2.707
H 4.345 -1.554 0.566
C -1.336 -1.627 -4.622
C -2.638 -2.329 -5.145
O -2.237 -3.505 -5.795
O -0.730 -2.341 -3.519
H -1.495 -0.560 -4.467
H -0.578 -1.536 -5.400
H -3.105 -1.715 -5.914
H -3.299 -2.511 -4.297
H -3.016 -3.970 -6.108
H -1.340 -2.250 -2.784
*
```

Calculated values
max |F|: 3.07 eV/Å
calculated total energy: -2377.66608 hartree
HOMO (alpha / beta): -11.2303 / -11.2257 eV


(4)
Density functional theory data (ωB97M-V with the def2-TZVPD basis set) for a 13-piece molecular cluster, C18H63BNO14 overall at a distorted geometry.

```
! wB97M-V def2-TZVPD RIJCOSX def2/J DEFGRID3
* xyz 1 1
C 2.505 -3.119 0.558
B 1.690 -1.991 1.460
O 2.421 -0.694 1.677
C 0.185 -2.272 2.125
C -0.710 -0.906 2.321
N -1.621 -0.570 1.161
C -2.541 -1.687 0.722
C -2.261 -3.140 1.429
O -2.961 -4.154 0.572
C -0.654 -3.464 1.317
H 1.811 -3.956 0.106
H 3.260 -3.676 1.282
H 3.095 -2.638 -0.361
H 2.238 -0.077 0.903
H 0.372 -2.710 3.218
H -1.329 -0.935 3.342
H 0.025 0.026 2.450
H -1.113 -0.212 0.301
H -2.240 0.234 1.481
H -2.408 -1.791 -0.457
H -3.654 -1.322 0.928
H -2.718 -3.270 2.500
H -3.579 -4.713 1.160
H -0.316 -3.426 0.175
H -0.342 -4.475 1.846
C -0.479 -7.433 0.873
O 0.477 -6.851 1.741
H -0.691 -6.735 0.060
H -0.078 -8.361 0.458
H -1.399 -7.635 1.427
H 0.646 -7.493 2.451
C 2.396 2.063 3.228
O 1.422 2.885 2.611
H 2.754 1.330 2.501
H 3.233 2.679 3.564
H 1.949 1.541 4.078
H 1.123 3.524 3.280
C 3.068 1.147 -1.824
O 2.235 0.332 -1.020
H 4.110 0.869 -1.651
H 2.823 0.994 -2.878
H 2.924 2.196 -1.554
H 1.317 0.602 -1.195
C 1.264 4.987 -0.367
O 0.952 3.679 0.075
H 0.955 5.092 -1.410
H 0.727 5.717 0.244
H 2.341 5.152 -0.290
H 1.237 3.616 1.003
C 5.406 0.388 3.821
O 5.070 1.440 4.706
H 4.671 0.355 3.012
H 6.398 0.567 3.400
H 5.392 -0.563 4.360
H 5.739 1.444 5.412
C 0.003 8.654 -1.246
O 0.614 8.274 -0.027
H 0.549 8.196 -2.075
H -1.033 8.308 -1.260
H 0.036 9.742 -1.348
H 0.108 8.695 0.689
C 6.912 1.235 0.230
O 6.292 -0.012 0.484
H 7.870 1.269 0.756
H 7.084 1.346 -0.843
H 6.271 2.042 0.593
H 5.446 -0.013 0.006
C 1.806 7.831 -4.885
O 1.470 8.883 -3.999
H 1.071 7.798 -5.693
H 2.798 8.009 -5.305
H 1.792 6.880 -4.345
H 2.139 8.886 -3.293
C -6.794 -5.686 -0.413
O -6.369 -4.405 0.016
H -7.839 -5.628 -0.725
H -6.181 -6.010 -1.257
H -6.701 -6.396 0.413
H -5.439 -4.488 0.286
C -8.264 -2.899 -3.314
O -7.308 -2.317 -2.446
H -8.477 -2.201 -4.127
H -7.864 -3.827 -3.728
H -9.184 -3.101 -2.760
H -7.139 -2.959 -1.735
C 5.376 -0.777 -4.115
O 5.801 0.504 -3.686
H 4.331 -0.719 -4.427
H 5.989 -1.101 -4.959
H 5.469 -1.487 -3.290
H 6.731 0.421 -3.416
C -9.246 -1.135 0.742
O -8.904 0.080 0.101
H -9.873 -0.915 1.609
H -9.798 -1.772 0.047
H -8.336 -1.642 1.073
H -8.347 -0.147 -0.663
*
```

Calculated values
max |F|: 3.65 eV/Å
calculated total energy: -1856.04620 hartree
HOMO: -11.5774 eV